No. 1
Computed, not measured: a cluster of 11 separate species, H23O11 in total in a non-equilibrium geometry, with ωB97M-V/def2-TZVPD.

Geometry as XYZ:
```
34
Properties=species:S:1:pos:R:3:forces:R:3
O -1.139823 2.537453 -2.018342 0.401 0.076 0.416
H -1.250938 2.979618 -2.872147 0.263 0.036 0.392
H -0.370252 2.922743 -1.541977 -0.717 -0.234 -0.710
O -3.821793 2.524391 -0.148636 0.096 -0.220 -0.165
H -3.911774 3.423761 -0.480467 -0.186 0.037 0.110
H -3.132766 2.167829 -0.719764 0.329 0.121 -0.067
O -1.115831 -3.914116 1.337462 -2.145 0.789 0.818
H -0.713564 -1.233798 -0.002758 -0.602 -0.287 -0.005
H -1.792868 -3.968741 2.070217 1.405 -0.339 -0.650
O -1.617462 -0.451779 3.604042 -0.099 -0.002 0.046
H -2.386337 0.121773 3.721565 0.141 -0.081 -0.043
H -1.660632 -1.065289 4.349805 0.075 0.126 -0.150
O 1.975996 2.531521 -1.236773 -0.241 -0.745 1.000
H 2.311805 3.241994 -0.666079 -0.211 0.084 -1.101
H 1.858967 2.718686 -2.169814 0.433 0.768 0.115
O 3.066872 -2.372229 0.328910 -1.624 1.037 0.184
H 2.916611 -2.915143 -0.446535 1.028 -0.616 0.157
H -1.682012 -3.388098 0.737546 0.732 -0.392 -0.218
O 1.297963 0.409387 1.711044 -1.528 -0.381 0.227
H 3.946840 -2.319848 0.698808 0.389 -0.465 -0.611
O -3.448413 -0.588933 -1.306435 2.825 -1.015 0.529
H -3.606172 -1.272314 -1.974653 -1.505 1.319 0.367
H -3.917199 0.162109 -0.945049 -1.248 -0.364 -0.958
O 4.116907 0.302518 -0.476170 1.061 1.301 0.615
H 4.796414 0.523329 0.182679 -0.002 -1.081 0.313
H 4.103893 1.216329 -0.798993 -0.946 -0.221 -0.862
O -0.723349 -1.508875 -0.932302 0.573 0.664 -0.103
H 1.337505 0.093057 -0.209594 0.746 0.951 0.267
H -1.484261 -1.039723 -1.339149 -0.085 0.021 0.385
O 1.632490 -0.485172 -0.947423 -1.899 0.100 0.200
H 2.326698 -1.043120 -0.463354 -0.123 -0.463 -0.250
H 0.630449 -0.880474 -1.147989 1.362 -0.705 0.007
H 0.653447 0.971070 2.177092 0.570 0.733 -0.220
H 0.802590 -0.399913 1.925232 0.731 -0.549 -0.034
```
Forces are in eV/Å.

As for the multiplicity: 1. As for the charge: +1. The calculation puts the LUMO energy at -2.76 eV.

No. 2
Computed, not measured: a cluster of 10 separate species, C22H48BBr18N4O in total in a non-equilibrium geometry, with ωB97M-V/def2-TZVPD.

Geometry as XYZ:
```
94
Properties=species:S:1:pos:R:3:forces:R:3
N 1.364712 -1.699494 0.089433 -1.887 -0.356 -0.262
B 0.387774 -1.709947 -1.015936 0.373 -0.988 0.486
O -0.324300 -2.901779 -1.313456 0.260 2.549 0.147
N 0.146054 -0.442094 -1.779330 0.410 1.132 1.283
C -1.289956 -0.050224 -1.755340 -1.101 0.254 1.121
C -1.583889 0.594624 -0.356608 -0.760 0.272 0.018
C -0.625885 1.773815 0.017165 -1.961 0.764 -0.384
N 0.688712 1.786901 -0.680898 -0.089 -3.289 -0.072
C 1.009051 0.618836 -1.394361 -0.182 0.001 -0.331
N 2.273656 0.533358 -1.807656 0.253 0.530 0.131
H 1.089229 -1.017357 0.808293 0.521 0.100 -0.412
H 1.245168 -2.600219 0.573900 0.548 0.200 -0.260
H -0.904019 -3.054258 -0.544234 0.110 -0.663 -0.282
H -1.581588 0.663924 -2.560465 0.691 -0.499 0.432
H -1.950687 -0.947524 -1.878005 0.914 0.630 -0.007
H -1.607720 -0.138817 0.495018 0.235 0.275 -1.001
H -2.628939 1.008751 -0.405846 0.968 -0.344 0.159
H -1.154062 2.726081 -0.261479 0.676 -0.782 0.354
H -0.495444 1.787954 1.122694 0.215 0.054 -0.941
H 1.398278 1.825598 0.060322 0.145 0.694 -0.745
H 2.786342 1.388029 -2.011767 -0.073 -0.299 0.639
H 2.768760 -0.343084 -1.923297 -0.509 0.045 -0.327
Br 0.779406 -5.368104 0.681272 0.238 -0.002 0.056
C 1.507842 -5.277492 -1.124463 -0.091 0.143 -0.092
C 1.137956 -6.498939 -1.926004 0.272 -0.135 -0.090
Br 2.223713 -8.035182 -1.419210 -0.176 -0.046 -0.080
H 2.582805 -5.136761 -1.025906 -0.030 -0.132 -0.001
H 1.066972 -4.382176 -1.564269 0.040 -0.316 0.073
H 1.345109 -6.340557 -2.983921 0.005 0.065 0.070
H 0.097605 -6.792453 -1.804449 0.067 0.080 0.066
Br -1.606440 1.788292 3.559189 -0.260 0.074 0.083
C -1.568017 3.662900 4.093120 -0.234 -0.127 0.039
C -1.684725 4.562446 2.892635 0.194 0.166 0.062
Br 0.003232 4.652371 1.925592 0.099 0.041 -0.033
H -0.651437 3.817079 4.658266 -0.035 -0.008 -0.099
H -2.423199 3.788251 4.756351 0.014 0.033 -0.086
H -1.894664 5.587701 3.193201 0.005 -0.057 -0.007
H -2.442005 4.236723 2.185134 0.053 0.000 0.065
Br 4.212831 -7.536463 2.962473 -0.083 0.077 -0.072
C 4.486801 -6.914800 1.136735 0.178 -0.195 0.249
C 5.488181 -5.790832 1.084012 -0.062 0.114 -0.205
Br 4.700953 -4.110252 1.680870 0.022 0.033 0.024
H 3.511085 -6.638198 0.748048 0.097 0.027 0.057
H 4.857007 -7.783131 0.592742 0.019 0.101 -0.033
H 5.803019 -5.608250 0.056875 -0.069 -0.028 0.015
H 6.365177 -5.966895 1.703638 -0.130 -0.020 0.039
Br 1.550713 0.554793 4.317360 0.254 0.028 0.130
C 1.419829 -1.304325 4.867670 0.278 0.213 -0.039
C 1.204647 -2.162536 3.651934 -0.140 -0.398 0.112
Br -0.639558 -2.006152 3.030202 -0.028 -0.005 -0.167
H 0.615698 -1.374097 5.596469 0.001 -0.025 -0.126
H 2.365060 -1.540849 5.354584 -0.029 -0.050 -0.104
H 1.347549 -3.218079 3.881335 -0.034 0.046 0.009
H 1.848614 -1.888373 2.819013 0.018 0.011 0.146
Br -4.813164 5.917120 1.883702 -0.061 0.229 0.136
C -4.725119 7.534527 0.800932 -0.131 -0.065 0.003
C -4.039737 7.280142 -0.517510 0.163 0.182 -0.145
Br -2.101809 7.161246 -0.322421 -0.163 -0.224 0.087
H -4.230866 8.292121 1.404526 0.030 -0.053 -0.108
H -5.762907 7.824096 0.639720 0.066 -0.013 -0.044
H -4.203054 8.116201 -1.196612 -0.044 -0.016 0.083
H -4.363260 6.358736 -0.997916 -0.026 0.044 0.102
Br -2.816137 -4.571712 0.081976 -0.270 -0.026 0.209
C -3.840307 -5.487877 -1.299352 0.172 -0.084 -0.003
C -3.406693 -5.056717 -2.676799 -0.204 0.071 -0.176
Br -4.114304 -3.297022 -3.124909 0.139 -0.006 0.040
H -4.890441 -5.290184 -1.098828 0.085 0.045 -0.065
H -3.638756 -6.547708 -1.146887 0.031 0.065 -0.027
H -3.811484 -5.727615 -3.433659 -0.011 0.003 0.088
H -2.325886 -5.000717 -2.787816 -0.070 0.002 0.091
Br -5.284673 3.180694 -0.400474 0.038 -0.088 -0.141
C -7.172419 3.655754 -0.483467 0.033 -0.234 0.145
C -7.754479 3.354191 -1.839580 -0.135 0.235 -0.150
Br -7.218043 4.691262 -3.151838 0.050 -0.097 0.031
H -7.245864 4.705831 -0.209114 0.016 -0.062 -0.067
H -7.651966 3.049753 0.284372 0.005 0.013 -0.071
H -8.842247 3.404455 -1.809355 0.061 0.009 0.070
H -7.450904 2.386167 -2.230663 0.025 0.069 0.094
Br -0.906087 10.873998 0.749779 0.094 0.068 -0.005
C 0.116614 11.056330 -0.899427 -0.292 0.004 0.032
C 0.649575 9.727036 -1.367421 0.302 0.015 -0.094
Br 2.191849 9.167365 -0.315404 -0.113 -0.063 0.003
H 0.897592 11.787883 -0.706724 -0.005 -0.117 -0.020
H -0.585807 11.463349 -1.625960 0.056 -0.064 -0.001
H 1.015048 9.799910 -2.391280 -0.036 0.066 0.053
H -0.083243 8.927219 -1.304259 -0.007 0.132 0.029
Br 9.125200 -4.002484 -1.193250 -0.115 -0.061 0.069
C 8.948243 -5.895697 -0.769848 0.278 0.200 -0.062
C 8.685278 -6.714030 -2.007504 -0.165 -0.212 0.056
Br 6.836361 -6.535528 -2.601602 0.045 0.020 -0.031
H 8.160774 -5.980560 -0.025810 0.037 -0.058 -0.095
H 9.899644 -6.176982 -0.319929 -0.052 -0.041 -0.062
H 8.815605 -7.775450 -1.799552 -0.001 0.067 0.033
H 9.314867 -6.433835 -2.848482 -0.035 0.055 0.107
```
Forces are in eV/Å.

As for the multiplicity: 1. As for the charge: +1. The calculation puts the LUMO energy at -2.89 eV.

No. 3
Computed, not measured: a cluster of 2 separate species, C2H4IN2 in total in a non-equilibrium geometry, with ωB97M-V/def2-TZVPD.

Geometry as XYZ:
```
9
Properties=species:S:1:pos:R:3:forces:R:3
C -0.931676 2.587875 0.014543 0.302 -0.564 0.787
C 0.013047 -0.849009 -0.137732 -1.217 -1.183 -0.263
N 0.075195 2.013125 0.052993 -2.011 1.665 -0.098
N -0.211427 -2.129705 -0.078109 4.678 -1.711 0.950
I 2.131414 -0.343249 -0.170157 0.471 -0.334 0.203
H -1.953246 3.069550 0.143110 1.877 -0.738 -0.491
H 1.401304 1.147325 0.151455 -0.378 0.385 -0.237
H -1.087648 -2.581108 -0.105715 -1.684 0.248 -0.066
H 0.563041 -2.914800 0.129615 -2.037 2.231 -0.785
```
Forces are in eV/Å.

As for the multiplicity: 1. As for the charge: +1. The calculation puts the LUMO energy at -4.60 eV.

No. 4
Computed, not measured: a structure of composition C16H23AsN9NaOS, with ωB97M-V/def2-TZVPD.

Geometry as XYZ:
```
52
Properties=species:S:1:pos:R:3:forces:R:3
Na -0.953754 0.087879 -0.374819 0.106 -0.157 -0.142
N -0.972721 4.423849 -0.609236 -0.058 0.005 0.066
C 0.089947 4.486913 -1.482155 -0.026 -0.006 -0.074
C 0.586218 3.222279 -1.547335 -0.010 0.037 -0.027
N -0.136980 2.393246 -0.722637 -0.062 0.225 0.011
C -1.065534 3.145986 -0.174285 0.040 -0.042 -0.072
C -2.070650 2.612797 0.731675 -0.066 -0.041 0.004
N -1.878159 1.526276 1.442021 0.045 0.018 -0.011
C -3.077848 1.263931 2.051995 -0.042 0.026 0.054
C -3.995889 2.210656 1.709535 -0.014 -0.059 -0.044
N -3.339835 3.072698 0.863857 0.047 0.084 0.024
H -1.535624 5.198480 -0.303681 0.018 0.001 -0.007
H 0.373975 5.400423 -1.972211 -0.004 -0.004 -0.007
H 1.391984 2.834862 -2.150018 0.009 0.000 0.037
H -3.211342 0.402002 2.682696 0.003 0.004 0.006
H -5.033383 2.336333 1.962658 -0.001 -0.010 -0.001
H -3.779492 3.774806 0.293782 0.007 -0.002 0.018
S 1.946108 -0.038030 -2.399395 -0.041 -0.011 -0.009
C 2.741639 0.078642 -0.916951 0.055 0.091 0.021
N 2.256118 0.815091 0.095164 0.025 -0.069 -0.027
C 2.846358 0.879074 1.422477 -0.008 0.003 -0.001
C 4.348929 0.684593 1.321395 0.001 0.008 0.014
C 4.631727 -0.591111 0.548460 -0.001 0.004 -0.028
N 3.909974 -0.559249 -0.713010 -0.008 -0.012 0.029
H 1.405894 1.332724 -0.099031 0.045 -0.105 0.044
H 2.405969 0.112927 2.069598 0.014 0.001 0.000
H 2.606524 1.850661 1.853869 -0.009 -0.001 0.000
H 4.790530 0.623917 2.315636 -0.005 0.004 0.003
H 4.793173 1.535500 0.801079 0.005 -0.004 -0.002
H 4.330098 -1.463417 1.137386 0.003 -0.008 0.020
H 5.695844 -0.688187 0.334857 -0.002 -0.003 -0.009
H 4.224405 -1.115433 -1.489570 -0.010 -0.009 0.014
O -2.494167 -1.484155 0.279617 -0.085 -0.033 -0.020
N -3.752164 -1.608167 0.289927 -0.055 0.100 -0.097
C -4.432141 -0.751022 -0.470539 0.213 -0.048 0.148
C -3.720723 0.231077 -1.220480 -0.098 0.073 -0.105
N -3.087640 1.003903 -1.800108 0.008 -0.030 0.115
C -5.853559 -0.772864 -0.467700 -0.031 -0.072 -0.075
N -7.004719 -0.765994 -0.489112 0.000 0.040 0.041
C 2.149670 -3.477838 -0.320363 -0.031 -0.009 0.037
As 0.361849 -2.674173 -0.229017 0.020 0.005 0.134
C -0.407830 -3.910141 1.075730 0.059 -0.001 -0.011
C -0.365048 -3.486748 -1.848117 -0.042 0.027 0.011
H 2.076737 -4.562573 -0.405549 -0.006 0.002 -0.011
H 2.709174 -3.231673 0.583011 0.013 -0.008 -0.010
H 2.675797 -3.079531 -1.185290 0.008 0.015 -0.040
H -0.236706 -4.943057 0.770506 -0.027 -0.008 0.018
H -1.472991 -3.704569 1.152400 -0.018 -0.006 -0.016
H 0.050596 -3.741933 2.050596 0.006 -0.010 -0.004
H -0.174263 -4.560162 -1.857629 0.007 0.001 -0.007
H 0.093895 -3.021377 -2.719643 -0.001 -0.003 0.001
H -1.439974 -3.310141 -1.872029 0.002 -0.002 -0.013
```
Forces are in eV/Å.

As for the multiplicity: 1. The calculation puts the LUMO energy at -0.12 eV.

no.,orbital gap (eV),DFT total energy (eV)
1,11.3,-22889.0091
2,8.5,-1293040.2770
3,9.3,-13208.2971
4,8.0,-108514.3645